The following is a DFT calculation (wB97M-V/def2-TZVPD) of C35H29BI2N9OPbS as an isolated structure.

Geometry as XYZ:
```
79
Properties=species:S:1:pos:R:3
Pb -1.270 0.445 0.002
C -2.250 -4.208 -0.480
C -2.485 -3.039 0.254
N -2.076 -1.969 -0.417
N -1.586 -2.420 -1.592
C -1.685 -3.763 -1.654
B -1.223 -1.460 -2.722
N 0.138 -0.704 -2.335
C 1.307 -1.411 -1.753
C 2.408 -0.453 -2.015
C 1.878 0.503 -2.794
N 0.526 0.286 -3.015
N -2.346 -0.440 -2.911
C -3.207 -0.348 -3.941
C -4.114 0.652 -3.663
C -3.724 1.138 -2.411
N -2.665 0.472 -1.971
H -2.459 -5.226 -0.199
H -2.963 -2.948 1.217
H -1.359 -4.311 -2.522
H -1.017 -2.061 -3.734
H 1.416 -2.240 -2.461
H 3.430 -0.599 -1.706
H 2.356 1.351 -3.256
H -3.110 -0.987 -4.803
H -4.937 0.983 -4.271
H -4.155 1.937 -1.829
I 3.574 -7.034 2.297
C 2.848 -5.317 1.341
C 3.068 -5.137 0.001
C 2.570 -4.019 -0.667
I 3.056 -4.224 -2.740
C 1.827 -3.028 0.026
O 1.163 -1.896 -0.458
C 1.646 -3.227 1.421
C 0.816 -2.332 2.315
N 1.243 -0.934 2.404
C 2.611 -0.852 2.931
C 3.534 0.203 2.356
C 4.817 0.298 2.901
C 5.721 1.189 2.359
C 5.321 1.966 1.280
C 4.023 1.831 0.831
N 3.140 0.977 1.356
C 2.136 -4.365 2.038
H 3.622 -5.878 -0.558
H -0.210 -2.378 1.951
H 0.830 -2.773 3.319
H 0.616 -0.459 3.042
H 2.607 -0.712 4.019
H 3.098 -1.813 2.746
H 5.087 -0.321 3.748
H 6.718 1.278 2.769
H 5.997 2.663 0.805
H 3.662 2.439 0.010
H 1.959 -4.504 3.096
S -2.262 5.081 1.020
C -1.321 5.206 -0.434
C -0.776 6.336 -1.032
C -0.108 6.179 -2.232
C 0.001 4.920 -2.833
C -0.504 3.792 -2.219
C -1.151 3.931 -0.991
N -1.707 2.914 -0.242
C -2.348 3.355 0.798
C -3.087 2.463 1.692
C -4.013 2.979 2.601
C -4.759 2.124 3.392
C -4.574 0.754 3.290
C -3.631 0.242 2.403
C -2.882 1.078 1.587
H -0.877 7.310 -0.573
H 0.334 7.042 -2.712
H 0.483 4.839 -3.798
H -0.429 2.811 -2.674
H -4.159 4.051 2.674
H -5.491 2.524 4.081
H -5.165 0.079 3.896
H -3.498 -0.833 2.346
```

## Properties
- spin multiplicity = 1
- charge = +1
- calculated total energy (a.u.) = -3130.26911

Löwdin atomic charge list, values in e, 8 entries: atom 1 (Pb): 1.38, atom 2 (C): -0.04, atom 3 (C): -0.14, atom 4 (N): -0.04, atom 5 (N): -0.05, atom 6 (C): -0.06, atom 7 (B): -0.54, atom 8 (N): -0.01



The following is a DFT calculation (wB97M-V/def2-TZVPD) of C35H29BaBrN5O10P as an isolated structure at a distorted geometry.

Geometry as XYZ:
```
82
Properties=species:S:1:pos:R:3
Ba -0.435 1.061 -0.110
O -2.322 -2.749 -2.290
C -2.007 -1.549 -1.790
O -1.922 -1.341 -0.608
C -1.853 -0.537 -2.897
C -2.296 -0.789 -4.191
C -2.233 0.248 -5.106
C -1.774 1.497 -4.722
C -1.345 1.667 -3.408
N -1.360 0.645 -2.572
C -0.799 2.992 -2.904
O -0.951 4.030 -3.729
O -0.097 3.125 -1.932
H -2.408 -3.364 -1.546
H -2.684 -1.757 -4.468
H -2.560 0.087 -6.124
H -1.738 2.298 -5.446
H -1.771 3.954 -4.234
Br -3.826 -5.494 6.364
C -2.471 -5.823 5.074
C -1.268 -6.377 5.474
C -0.288 -6.631 4.526
C -0.499 -6.294 3.194
C -1.722 -5.753 2.803
C -2.711 -5.520 3.743
N 0.478 -6.674 2.235
N 1.010 -5.863 1.454
C 0.862 -4.468 1.535
C 0.711 -3.732 2.703
C 0.708 -2.348 2.694
C 0.853 -1.597 1.516
O 0.879 -0.319 1.517
C 1.003 -2.345 0.273
N 1.074 -1.640 -0.881
C 1.241 -2.295 -2.006
C 1.345 -3.695 -2.075
C 1.237 -4.423 -0.922
C 1.045 -3.760 0.313
H -1.103 -6.623 6.514
H 0.650 -7.087 4.813
H -1.893 -5.510 1.763
H -3.663 -5.100 3.448
H 0.622 -4.235 3.656
H 0.607 -1.800 3.622
H 1.310 -1.698 -2.913
H 1.500 -4.175 -3.032
H 1.300 -5.503 -0.930
O -3.313 3.413 -1.628
C -2.955 2.911 -0.548
O -3.002 1.713 -0.186
C -2.299 3.887 0.450
C -2.764 5.226 0.455
C -2.223 6.112 1.333
C -1.188 5.689 2.204
C -0.559 6.544 3.137
C 0.445 6.079 3.938
C 0.863 4.735 3.844
C 0.272 3.884 2.953
C -0.768 4.343 2.112
N -1.341 3.467 1.239
H -3.536 5.502 -0.248
H -2.563 7.140 1.376
H -0.887 7.575 3.204
H 0.922 6.738 4.651
H 1.654 4.376 4.491
H 0.571 2.844 2.889
C 2.967 3.179 -0.477
O 3.419 2.465 -1.632
P 2.482 1.228 -2.148
O 2.169 1.632 -3.674
C 3.197 2.064 -4.579
O 3.625 0.110 -2.428
C 4.239 -0.444 -1.257
H 3.808 3.766 -0.115
H 2.661 2.493 0.319
H 2.142 3.848 -0.730
H 2.798 2.898 -5.152
H 3.453 1.243 -5.246
H 4.085 2.388 -4.040
H 4.601 -1.435 -1.519
H 3.516 -0.536 -0.441
H 5.072 0.184 -0.942
```

## Properties
- spin multiplicity = 1
- calculated total energy (a.u.) = -5318.40340

Löwdin atomic charge list, values in e, 8 entries: atom 1 (Ba): 1.97, atom 2 (O): 0.13, atom 3 (C): -0.47, atom 4 (O): 0.04, atom 5 (C): -0.17, atom 6 (C): 0.04, atom 7 (C): -0.01, atom 8 (C): 0.04